1:
# C5H10O2

The molecule C5H10O2 (ωB97M-V with the def2-TZVPD basis set, the Open Molecules 2025 dataset).

Geometry (Å):
1 C 0.75854 -1.28558 0.69134
2 C 1.16864 -0.25181 -0.35497
3 O 0.96511 -0.75672 -1.67319
4 C 0.50349 1.13552 -0.20789
5 C -0.90829 1.18108 0.39550
6 C -1.85389 0.09791 -0.07482
7 O -2.79191 -0.30486 0.57063
8 H 1.07984 -0.99487 1.69653
9 H -0.32723 -1.43027 0.73016
10 H 1.21373 -2.25039 0.44456
11 H 2.25232 -0.10362 -0.28089
12 H 0.20014 -1.34931 -1.65584
13 H 1.14386 1.78692 0.39828
14 H 0.50001 1.57150 -1.21387
15 H -1.37164 2.13985 0.12274
16 H -0.89431 1.14722 1.49151
17 H -1.63842 -0.33258 -1.07977

Results
**Structure (SMILES)**: C[C@@H](O)CCC=O
**HOMO**: -9.9 eV
**Frontier orbital gap**: 10.78 eV
**LUMO**: 0.91 eV

=====

2:
# C5H10O2

The molecule C5H10O2 (ωB97M-V with the def2-TZVPD basis set, the Open Molecules 2025 dataset).

Geometry (Å):
1 C 1.94533 1.13419 -0.14248
2 O 0.57094 0.95015 0.08159
3 C 0.07522 -0.28481 -0.41410
4 C 0.42127 -1.48736 0.49755
5 O -0.61422 -1.75758 1.42576
6 C -1.39360 -0.37869 -0.55950
7 C -2.12512 0.83822 -0.18462
8 H 2.56384 0.41812 0.41963
9 H 2.19528 1.03905 -1.21187
10 H 2.19787 2.14377 0.19005
11 H 0.50195 -0.46535 -1.42052
12 H 1.30808 -1.24958 1.09122
13 H 0.64236 -2.36818 -0.12002
14 H -1.36466 -2.07212 0.89732
15 H -2.10087 1.39343 -1.14378
16 H -3.18019 0.65753 0.03915
17 H -1.64347 1.48921 0.55463

Results
**HOMO**: -8.6 eV
**Frontier orbital gap**: 8.75 eV
**LUMO**: 0.12 eV

=====

3:
# C5H10O2

The molecule C5H10O2 (ωB97M-V with the def2-TZVPD basis set, the Open Molecules 2025 dataset).

Geometry (Å):
1 O 2.06011 0.31412 0.51168
2 C 1.77337 -0.98141 0.06926
3 C 0.37974 -0.71020 -0.53475
4 C -0.74057 -0.76834 0.47850
5 C -1.62943 0.41346 0.10858
6 C -0.65167 1.53115 -0.18265
7 O 0.32946 0.87818 -1.00620
8 H 1.50714 0.88570 -0.19379
9 H 1.76360 -1.73482 0.89779
10 H 2.50541 -1.40302 -0.65119
11 H 0.19318 -1.14310 -1.50553
12 H -0.33954 -0.66184 1.49761
13 H -1.28297 -1.71624 0.41924
14 H -2.35243 0.66093 0.88330
15 H -2.15292 0.18345 -0.82741
16 H -0.20072 1.93705 0.73797
17 H -1.13485 2.36947 -0.70579

Results
**Structure (SMILES)**: OC[C@H]1CCCO1
**HOMO**: -9.6 eV
**Frontier orbital gap**: 10.60 eV
**LUMO**: 1.00 eV

=====

4:
# C5H10O2

A structure of composition C5H10O2 (ωB97M-V with the def2-TZVPD basis set, the Open Molecules 2025 dataset).

Geometry (Å):
1 C 2.08572 1.12241 -0.52997
2 O 0.69051 0.94266 -0.59591
3 C 0.28374 -0.39031 -0.52025
4 C 0.29648 -1.15115 0.81812
5 O -1.04077 -1.60000 0.61178
6 C -1.24780 -0.59686 -0.39904
7 C -2.06016 0.47935 0.36497
8 H 2.48676 0.76885 0.43036
9 H 2.61886 0.60351 -1.34374
10 H 2.27412 2.19523 -0.61955
11 H 0.77798 -0.98013 -1.31281
12 H 0.42132 -0.45026 1.65910
13 H 0.91326 -2.03891 0.93862
14 H -1.68914 -1.06673 -1.29253
15 H -1.68131 1.49209 0.24955
16 H -3.11805 0.43068 0.10415
17 H -2.01152 0.23957 1.43716

Results
**HOMO**: -9.5 eV
**Frontier orbital gap**: 10.52 eV
**LUMO**: 1.01 eV

=====

1 comes first in stability; the runner-up is 0.943 eV higher.